No. 1
Molecular formula: C3H4INO
Method: DFT, ωB97M-V with the def2-TZVPD basis set

Atoms and positions in Å:
C  1.688  0.378  -0.662
C  0.997  -0.457  0.137
C  -0.405  -0.274  0.444
N  -1.185  -0.549  1.365
O  -1.095  0.456  -0.860
I  -3.035  0.828  -0.779
H  2.665  0.094  -0.763
H  1.267  1.157  -1.090
H  1.260  -1.263  0.759
H  -2.156  -0.369  1.449

Calculated values
Structure (SMILES) ... [H]/N=C(/C=C)OI
Relative energy (zero: lowest compared OMol25 entry of this formula, charge and spin) ... 58.9 kcal/mol
Total charge ... 0
E_tot ... -14810.859 eV
E_LUMO ... -0.399 eV
Frontier orbital gap ... 0.3254 Ha
Spin multiplicity ... 1

Just the natural (NBO) charges please, in e? Sure, here they are: atom 1 (C): -0.25, atom 2 (C): -0.30, atom 3 (C): 0.58, atom 4 (N): -0.66, atom 5 (O): -0.81, atom 6 (I): 0.40, atom 7 (H): 0.20, atom 8 (H): 0.21, atom 9 (H): 0.24, atom 10 (H): 0.40

No. 2
Molecular formula: C3H15N2O3
Method: DFT, ωB97M-V with the def2-TZVPD basis set

Atoms and positions in Å:
C  0.245  -0.896  -2.831
C  -0.467  0.462  -2.626
N  0.669  1.915  0.534
C  -0.031  1.212  -0.326
N  0.159  1.301  -1.613
H  0.620  -0.982  -3.848
H  0.985  -0.957  -2.040
H  -0.418  -1.743  -2.663
H  -0.417  0.987  -3.570
H  -1.535  0.369  -2.419
H  1.172  2.720  0.197
H  0.437  1.820  1.523
H  -0.742  0.472  0.019
H  1.004  1.764  -1.927
H  0.601  -0.860  1.521
H  -0.398  -0.423  2.557
O  -0.346  -0.888  1.705
H  -1.141  1.495  3.573
H  0.372  1.631  4.060
O  -0.214  1.450  3.314
H  -0.542  -3.561  0.926
H  -0.211  -3.584  2.398
O  0.198  -3.702  1.533

Calculated values
Relative energy (zero: lowest compared OMol25 entry of this formula, charge and spin) ... 15.1 kcal/mol
Total charge ... +1
E_tot ... -12471.181 eV
E_LUMO ... -3.105 eV
Frontier orbital gap ... 0.3835 Ha
Spin multiplicity ... 1

Just the natural (NBO) charges please, in e? Sure, here they are: atom 1 (C): -0.63, atom 2 (C): -0.24, atom 3 (N): -0.74, atom 4 (C): 0.39, atom 5 (N): -0.51, atom 6 (H): 0.24, atom 7 (H): 0.21, atom 8 (H): 0.24, atom 9 (H): 0.23, atom 10 (H): 0.22, atom 11 (H): 0.42, atom 12 (H): 0.46, atom 13 (H): 0.26, atom 14 (H): 0.41, atom 15 (H): 0.47, atom 16 (H): 0.49, atom 17 (O): -0.96, atom 18 (H): 0.51, atom 19 (H): 0.51, atom 20 (O): -0.99, atom 21 (H): 0.47, atom 22 (H): 0.47, atom 23 (O): -0.94

No. 3
Molecular formula: C11H26P
Method: DFT, ωB97M-V with the def2-TZVPD basis set

Atoms and positions in Å:
C  1.439  2.822  -0.513
C  -0.599  1.539  1.966
C  -2.402  0.155  0.921
C  -0.730  -0.925  2.370
C  -0.305  -2.524  -0.684
C  -1.198  -0.847  -2.243
C  1.224  -1.412  -2.126
C  2.336  -0.243  0.891
C  0.258  1.892  -0.851
C  -0.925  0.123  1.339
C  -0.065  -1.072  -1.273
P  0.282  0.251  -0.038
H  2.366  2.254  -0.336
H  1.665  3.423  -1.307
H  1.142  3.453  0.216
H  0.438  1.544  2.534
H  -1.300  1.560  2.761
H  -0.653  2.489  1.312
H  -3.108  0.478  1.818
H  -2.550  -0.884  0.629
H  -2.605  0.843  -0.021
H  -0.008  -0.723  3.019
H  -1.589  -1.053  2.876
H  -0.534  -1.806  1.907
H  0.251  -2.718  0.288
H  0.048  -3.316  -1.261
H  -1.403  -2.562  -0.629
H  -1.981  -0.249  -1.655
H  -1.589  -1.807  -2.649
H  -0.720  -0.268  -3.047
H  0.944  -1.936  -3.077
H  1.605  -0.479  -2.468
H  2.053  -2.071  -1.760
H  3.076  0.281  0.338
H  2.408  -1.331  1.166
H  2.425  0.280  1.822
H  0.434  1.790  -2.018
H  -0.628  2.374  -0.803

Calculated values
Relative energy (zero: lowest compared OMol25 entry of this formula, charge and spin) ... 18.2 kcal/mol
Total charge ... +1
E_tot ... -21107.691 eV
E_LUMO ... -3.325 eV
Frontier orbital gap ... 0.3936 Ha
Spin multiplicity ... 1

Just the natural (NBO) charges please, in e? Sure, here they are: atom 1 (C): -0.58, atom 2 (C): -0.64, atom 3 (C): -0.62, atom 4 (C): -0.61, atom 5 (C): -0.59, atom 6 (C): -0.62, atom 7 (C): -0.62, atom 8 (C): -0.68, atom 9 (C): -0.77, atom 10 (C): -0.37, atom 11 (C): -0.40, atom 12 (P): 1.53, atom 13 (H): 0.21, atom 14 (H): 0.23, atom 15 (H): 0.22, atom 16 (H): 0.22, atom 17 (H): 0.24, atom 18 (H): 0.23, atom 19 (H): 0.26, atom 20 (H): 0.22, atom 21 (H): 0.22, atom 22 (H): 0.22, atom 23 (H): 0.23, atom 24 (H): 0.22, atom 25 (H): 0.21, atom 26 (H): 0.23, atom 27 (H): 0.21, atom 28 (H): 0.22, atom 29 (H): 0.25, atom 30 (H): 0.22, atom 31 (H): 0.24, atom 32 (H): 0.20, atom 33 (H): 0.24, atom 34 (H): 0.23, atom 35 (H): 0.25, atom 36 (H): 0.22, atom 37 (H): 0.28, atom 38 (H): 0.25

No. 4
Molecular formula: C10H25AlBrO2
Method: DFT, ωB97M-V with the def2-TZVPD basis set

Atoms and positions in Å:
C  2.538  1.298  -0.493
C  2.418  0.844  -1.946
C  3.065  1.853  -2.908
C  2.954  -0.582  -2.199
C  4.339  -0.837  -1.617
C  1.951  -1.646  -1.740
O  0.762  -1.586  -2.470
Al  -0.732  -1.508  -1.545
Br  -2.511  -0.915  -3.016
H  3.577  1.341  -0.155
H  1.987  0.641  0.182
H  2.114  2.300  -0.387
H  1.352  0.782  -2.168
H  3.195  2.836  -2.448
H  2.461  1.984  -3.807
H  4.056  1.519  -3.232
H  3.025  -0.685  -3.290
H  4.348  -0.720  -0.530
H  4.667  -1.854  -1.841
H  5.085  -0.147  -2.024
H  1.774  -1.515  -0.653
H  2.418  -2.639  -1.843
H  -0.605  -0.316  -0.460
H  -1.040  -2.936  -0.860
C  -3.131  0.810  1.069
C  -2.473  -0.115  2.073
O  -2.484  0.373  3.416
C  -3.758  0.615  3.969
C  -4.651  -0.614  4.045
H  -2.654  1.792  1.086
H  -3.017  0.395  0.068
H  -4.199  0.939  1.262
H  -1.421  -0.235  1.823
H  -2.927  -1.111  2.028
H  -4.277  1.415  3.426
H  -3.559  0.988  4.976
H  -4.914  -0.988  3.055
H  -5.579  -0.363  4.563
H  -4.153  -1.415  4.593

Calculated values
Relative energy (zero: lowest compared OMol25 entry of this formula, charge and spin) ... 0.0 kcal/mol
Total charge ... -1
E_tot ... -91514.331 eV
E_LUMO ... 3.066 eV
Frontier orbital gap ... 0.3024 Ha
Spin multiplicity ... 1

Just the natural (NBO) charges please, in e? Sure, here they are: atom 1 (C): -0.61, atom 2 (C): -0.23, atom 3 (C): -0.60, atom 4 (C): -0.23, atom 5 (C): -0.61, atom 6 (C): -0.04, atom 7 (O): -0.97, atom 8 (Al): 1.28, atom 9 (Br): -0.61, atom 10 (H): 0.18, atom 11 (H): 0.22, atom 12 (H): 0.20, atom 13 (H): 0.23, atom 14 (H): 0.19, atom 15 (H): 0.21, atom 16 (H): 0.19, atom 17 (H): 0.20, atom 18 (H): 0.20, atom 19 (H): 0.20, atom 20 (H): 0.20, atom 21 (H): 0.14, atom 22 (H): 0.15, atom 23 (H): -0.46, atom 24 (H): -0.44, atom 25 (C): -0.65, atom 26 (C): -0.07, atom 27 (O): -0.54, atom 28 (C): -0.06, atom 29 (C): -0.64, atom 30 (H): 0.21, atom 31 (H): 0.25, atom 32 (H): 0.19, atom 33 (H): 0.21, atom 34 (H): 0.16, atom 35 (H): 0.16, atom 36 (H): 0.17, atom 37 (H): 0.21, atom 38 (H): 0.20, atom 39 (H): 0.21

No. 5
Molecular formula: C41H43BCsFN15S2
Method: DFT, ωB97M-V with the def2-TZVPD basis set

Atoms and positions in Å:
Cs  -0.179  -0.140  -0.469
C  -4.353  -0.262  0.787
C  -4.043  -0.581  -0.640
C  -4.691  -0.130  -1.804
C  -3.957  -0.671  -2.835
N  -2.950  -1.386  -2.301
N  -3.001  -1.342  -0.944
B  -1.865  -2.159  -3.085
N  -1.134  -1.191  -4.024
C  -0.821  -1.367  -5.320
C  -0.125  -0.257  -5.746
C  -0.057  0.569  -4.610
C  0.579  1.914  -4.462
N  -0.666  -0.001  -3.579
N  -0.880  -2.819  -2.080
C  -1.256  -3.760  -1.124
C  -0.160  -4.207  -0.497
C  0.971  -3.410  -1.027
C  2.291  -4.062  -1.327
N  0.437  -2.655  -2.125
N  -2.461  -3.293  -3.932
C  -1.918  -4.499  -4.205
C  -2.701  -5.107  -5.158
C  -3.720  -4.171  -5.425
C  -4.864  -4.288  -6.379
N  -3.561  -3.083  -4.687
H  -5.418  -0.078  0.928
H  -4.056  -1.087  1.434
H  -3.814  0.633  1.110
H  -5.570  0.489  -1.876
H  -4.086  -0.632  -3.904
H  -1.119  -2.261  -5.843
H  0.274  -0.069  -6.728
H  1.313  2.086  -5.250
H  -0.159  2.718  -4.519
H  1.084  1.998  -3.498
H  -2.298  -3.996  -0.992
H  -0.098  -4.916  0.310
H  2.644  -4.610  -0.455
H  2.178  -4.753  -2.161
H  3.023  -3.301  -1.596
H  -1.025  -4.837  -3.705
H  -2.569  -6.084  -5.592
H  -4.890  -5.278  -6.832
H  -5.813  -4.120  -5.869
H  -4.784  -3.552  -7.181
N  -2.088  4.714  1.677
C  -1.446  4.541  2.887
C  -1.527  5.208  4.104
C  -0.706  4.751  5.118
C  0.168  3.670  4.925
C  0.239  3.012  3.713
C  -0.588  3.453  2.681
N  -0.720  2.972  1.388
C  -1.614  3.742  0.831
C  -2.083  3.641  -0.550
C  -2.588  4.663  -1.302
S  -2.977  4.081  -2.863
C  -2.434  2.523  -2.404
N  -2.006  2.432  -1.187
H  -2.850  5.337  1.482
H  -2.196  6.045  4.256
H  -0.737  5.239  6.083
H  0.794  3.344  5.746
H  0.907  2.175  3.564
H  -2.708  5.700  -1.034
H  -2.449  1.683  -3.086
F  1.293  -2.408  0.040
S  1.433  0.121  6.982
C  0.885  -0.169  5.330
C  1.737  -0.316  4.239
C  1.177  -0.430  2.978
N  -0.134  -0.395  2.742
C  -0.937  -0.266  3.791
C  -0.485  -0.155  5.097
C  3.011  -0.683  6.994
C  3.166  -2.005  6.590
C  4.423  -2.579  6.677
N  5.496  -1.947  7.148
C  5.333  -0.690  7.544
C  4.123  -0.011  7.481
H  2.811  -0.334  4.361
H  1.817  -0.543  2.108
H  -2.001  -0.247  3.582
H  -1.187  -0.060  5.914
H  2.327  -2.573  6.211
H  4.570  -3.605  6.359
H  6.215  -0.188  7.924
H  4.052  1.021  7.797
C  5.052  3.745  0.483
C  4.327  2.702  -0.297
C  4.684  1.975  -1.409
C  3.580  1.137  -1.685
N  2.615  1.338  -0.805
N  3.087  2.280  0.035
C  3.423  0.111  -2.758
H  5.954  4.045  -0.046
H  5.347  3.372  1.465
H  4.436  4.633  0.631
H  5.615  2.039  -1.948
H  2.474  2.649  0.742
H  3.761  0.493  -3.722
H  2.382  -0.197  -2.854
H  4.014  -0.780  -2.534

Calculated values
Relative energy (zero: lowest compared OMol25 entry of this formula, charge and spin) ... 0.0 kcal/mol
Total charge ... 0
E_tot ... -91182.515 eV
E_LUMO (spin up / spin down) ... 0.058 / 0.057 eV
⟨S²⟩ ... 0.76
Frontier orbital gap (spin up / spin down) ... 0.2670 / 0.3065 Ha
Spin multiplicity ... 2

Mulliken population analysis, charges in e, atoms 1 to 99: atom 1 (Cs): 1.19, atom 2 (C): -1.28, atom 3 (C): 0.72, atom 4 (C): -1.29, atom 5 (C): -0.36, atom 6 (N): 1.32, atom 7 (N): -0.87, atom 8 (B): -0.75, atom 9 (N): 1.22, atom 10 (C): -0.25, atom 11 (C): -1.71, atom 12 (C): 0.54, atom 13 (C): -1.09, atom 14 (N): -0.28, atom 15 (N): 2.08, atom 16 (C): -0.54, atom 17 (C): -1.65, atom 18 (C): 1.12, atom 19 (C): -1.61, atom 20 (N): -0.79, atom 21 (N): 0.47, atom 22 (C): -0.08, atom 23 (C): -1.26, atom 24 (C): 0.72, atom 25 (C): -1.31, atom 26 (N): -1.22, atom 27 (H): 0.40, atom 28 (H): 0.35, atom 29 (H): 0.10, atom 30 (H): 0.42, atom 31 (H): 0.52, atom 32 (H): 0.45, atom 33 (H): 0.50, atom 34 (H): 0.39, atom 35 (H): 0.22, atom 36 (H): 0.05, atom 37 (H): 0.68, atom 38 (H): 0.49, atom 39 (H): 0.41, atom 40 (H): 0.33, atom 41 (H): 0.25, atom 42 (H): 0.44, atom 43 (H): 0.41, atom 44 (H): 0.35, atom 45 (H): 0.30, atom 46 (H): 0.27, atom 47 (N): 0.02, atom 48 (C): 0.39, atom 49 (C): -1.15, atom 50 (C): -0.50, atom 51 (C): -0.65, atom 52 (C): -0.57, atom 53 (C): 0.63, atom 54 (N): 0.02, atom 55 (C): 0.37, atom 56 (C): -0.63, atom 57 (C): -0.54, atom 58 (S): -0.24, atom 59 (C): -0.35, atom 60 (N): 0.37, atom 61 (H): 0.25, atom 62 (H): 0.41, atom 63 (H): 0.40, atom 64 (H): 0.46, atom 65 (H): 0.54, atom 66 (H): 0.47, atom 67 (H): 0.37, atom 68 (F): -0.34, atom 69 (S): -0.24, atom 70 (C): 0.78, atom 71 (C): -0.66, atom 72 (C): -0.67, atom 73 (N): 0.16, atom 74 (C): -0.50, atom 75 (C): -0.87, atom 76 (C): 0.34, atom 77 (C): -0.14, atom 78 (C): -0.36, atom 79 (N): -0.59, atom 80 (C): -0.34, atom 81 (C): -0.28, atom 82 (H): 0.47, atom 83 (H): 0.42, atom 84 (H): 0.42, atom 85 (H): 0.46, atom 86 (H): 0.45, atom 87 (H): 0.36, atom 88 (H): 0.36, atom 89 (H): 0.39, atom 90 (C): -1.26, atom 91 (C): 0.50, atom 92 (C): -1.13, atom 93 (C): 0.38, atom 94 (N): 0.24, atom 95 (N): 0.01, atom 96 (C): -0.71, atom 97 (H): 0.33, atom 98 (H): 0.27, atom 99 (H): 0.32

No. 6
Molecular formula: C5H8N2
Method: DFT, ωB97M-V with the def2-TZVPD basis set

Atoms and positions in Å:
C  -1.613  0.963  -0.547
C  -0.454  1.036  0.146
C  -2.188  -0.311  -0.314
C  -0.076  -0.193  0.786
C  -1.327  -1.059  0.402
N  2.268  0.346  -0.600
N  1.929  -0.116  0.643
H  -2.113  1.654  -1.147
H  0.292  1.931  0.262
H  -3.077  -0.561  -0.698
H  -0.046  -0.376  1.924
H  -1.310  -2.120  0.769
H  1.641  1.052  -1.001
H  2.501  -0.314  -1.370
H  2.216  -1.029  0.915

Calculated values
Relative energy (zero: lowest compared OMol25 entry of this formula, charge and spin) ... 126.6 kcal/mol
Total charge ... 0
E_tot ... -8289.508 eV
E_LUMO (spin up / spin down) ... -0.179 / -0.176 eV
Frontier orbital gap (spin up / spin down) ... 0.2880 / 0.2879 Ha
Spin multiplicity ... 1

Just the natural (NBO) charges please, in e? Sure, here they are: atom 1 (C): -0.22, atom 2 (C): -0.27, atom 3 (C): -0.26, atom 4 (C): -0.22, atom 5 (C): -0.20, atom 6 (N): -0.62, atom 7 (N): -0.37, atom 8 (H): 0.21, atom 9 (H): 0.21, atom 10 (H): 0.21, atom 11 (H): 0.24, atom 12 (H): 0.21, atom 13 (H): 0.38, atom 14 (H): 0.34, atom 15 (H): 0.36

No. 7
Molecular formula: C5H9N
Method: DFT, ωB97M-V with the def2-TZVPD basis set

Atoms and positions in Å:
C  1.558  0.014  -0.100
C  0.184  0.531  0.295
C  -0.647  1.078  -0.841
C  -0.641  -0.561  0.967
C  -0.844  -1.768  0.098
H  1.473  -0.779  -0.866
H  2.144  0.843  -0.504
H  1.992  -0.417  0.794
H  0.276  1.296  1.043
H  -1.625  1.444  -0.389
H  -0.222  1.899  -1.405
H  -0.978  0.250  -1.579
H  -0.113  -0.873  1.815
H  -1.670  -0.281  1.266
N  -0.887  -2.677  -0.595

Calculated values
Structure (SMILES) ... CC(C)CC#N
Relative energy (zero: lowest compared OMol25 entry of this formula, charge and spin) ... 7.1 kcal/mol
Total charge ... 0
E_tot ... -6820.688 eV
E_LUMO ... 0.868 eV
Frontier orbital gap ... 0.4572 Ha
Spin multiplicity ... 1

Just the natural (NBO) charges please, in e? Sure, here they are: atom 1 (C): -0.61, atom 2 (C): -0.21, atom 3 (C): -0.61, atom 4 (C): -0.49, atom 5 (C): 0.29, atom 6 (H): 0.22, atom 7 (H): 0.22, atom 8 (H): 0.21, atom 9 (H): 0.21, atom 10 (H): 0.20, atom 11 (H): 0.22, atom 12 (H): 0.22, atom 13 (H): 0.24, atom 14 (H): 0.25, atom 15 (N): -0.34

No. 8
Molecular formula: C3H3FN2O4
Method: DFT, ωB97M-V with the def2-TZVPD basis set

Atoms and positions in Å:
O  -1.621  -1.581  -1.229
C  -0.880  -0.618  -0.726
N  -1.079  0.628  -1.125
C  -0.357  1.632  -0.657
O  -0.356  2.785  -0.968
N  0.025  -0.969  0.172
H  -2.220  -1.227  -1.901
H  0.016  -1.927  0.509
O  0.713  1.321  0.514
C  0.827  0.136  1.114
F  0.205  0.172  2.321
O  2.088  -0.232  1.381
H  2.640  -0.120  0.596

Calculated values
Structure (SMILES) ... O=C1N=C(O)N[C@](O)(F)O1
Relative energy (zero: lowest compared OMol25 entry of this formula, charge and spin) ... 0.0 kcal/mol
Total charge ... 0
E_tot ... -17047.579 eV
E_LUMO ... 0.273 eV
Frontier orbital gap ... 0.3974 Ha
Spin multiplicity ... 1

Just the natural (NBO) charges please, in e? Sure, here they are: atom 1 (O): -0.64, atom 2 (C): 0.77, atom 3 (N): -0.68, atom 4 (C): 0.90, atom 5 (O): -0.52, atom 6 (N): -0.67, atom 7 (H): 0.52, atom 8 (H): 0.42, atom 9 (O): -0.61, atom 10 (C): 1.00, atom 11 (F): -0.33, atom 12 (O): -0.68, atom 13 (H): 0.50

What is the E_tot in the sixth record? -8289.508 eV